[1]
The following is a DFT calculation (ωB97M-V/def2-TZVPD) of a 6-piece molecular cluster, C23H33F6N2O19P overall.

Each line ends with the Mulliken charge.
Element x y z (Å)
H  3.8861  -2.3675  -8.3673  0.24
N  3.2195  -2.4817  -7.6066  -0.54
C  3.8359  -2.5607  -6.4984  -0.19
C  3.0696  -2.7382  -5.2085  -0.37
O  2.0019  -1.7948  -5.1724  -0.28
P  0.8187  -2.1726  -4.1625  0.79
O  0.0999  -3.3919  -4.5491  -0.78
O  1.4810  -2.2626  -2.7317  -0.48
C  1.5473  -1.0614  -1.8961  -0.06
C  2.4052  0.0472  -2.4794  -0.35
C  1.8539  1.4823  -2.2831  -0.80
N  0.4183  1.5630  -2.0046  -0.37
O  -0.0128  -0.8303  -4.1762  -0.11
C  -1.4066  -0.9213  -4.5199  -0.53
C  -2.2557  -1.6478  -3.4688  0.57
C  -3.6156  -0.9908  -3.3806  -1.42
F  -1.6291  -1.5973  -2.2348  -0.32
H  4.9251  -2.5176  -6.4498  0.39
H  2.6802  -3.7561  -5.1866  0.39
H  3.7422  -2.5903  -4.3651  0.21
H  1.9726  -1.4105  -0.9646  0.23
H  0.5304  -0.7449  -1.6992  0.18
H  3.3816  0.0128  -1.9960  0.50
H  2.6029  -0.1193  -3.5345  0.27
H  2.4060  1.9883  -1.4958  0.37
H  2.0876  2.0339  -3.1958  0.34
H  0.2435  2.2705  -1.3103  0.21
H  -0.1191  1.7762  -2.8291  0.10
H  -1.5146  -1.4010  -5.4880  0.33
H  -1.7417  0.1094  -4.6085  0.14
H  -2.3479  -2.6881  -3.7739  0.34
H  -4.2552  -1.5060  -2.6718  0.42
H  -4.0539  -0.9914  -4.3756  0.26
H  -3.4798  0.0437  -3.0714  0.35
O  1.2126  3.5715  3.1912  -0.60
C  1.2037  2.4875  2.7081  0.61
O  0.1707  1.6284  2.7568  -0.33
C  0.4971  0.4817  1.9536  -0.09
C  2.0064  0.5404  1.9353  0.39
F  2.5174  0.0902  0.7652  -0.15
O  2.2620  1.9329  2.0547  -0.31
H  0.0853  0.6064  0.9499  0.18
H  0.1086  -0.4262  2.4006  0.20
H  2.4935  0.0168  2.7590  0.02
O  -2.6143  3.2496  -5.1953  -0.49
C  -3.5317  2.7509  -5.7477  0.55
O  -4.2622  3.3281  -6.7290  -0.34
C  -5.1747  2.3531  -7.2462  -0.45
C  -5.2807  1.3807  -6.0922  0.30
F  -5.4571  0.1028  -6.5082  -0.29
O  -4.0091  1.4996  -5.4780  -0.13
H  -4.7403  1.8741  -8.1245  0.29
H  -6.1201  2.8172  -7.5120  0.28
H  -6.0551  1.6247  -5.3633  0.28
O  -0.7000  -1.5623  4.2464  -0.52
C  0.2097  -1.8056  4.9674  0.77
O  0.1114  -1.9545  6.3037  -0.33
C  1.3819  -2.3965  6.8055  -0.46
C  2.3259  -1.9208  5.7231  0.29
F  3.3742  -2.7522  5.5475  -0.29
O  1.4993  -1.9582  4.5630  -0.30
H  1.3848  -3.4841  6.8807  0.30
H  1.5818  -1.9604  7.7795  0.27
H  2.6987  -0.9045  5.8628  0.32
O  -6.2193  -4.1379  7.0646  -0.49
C  -5.4049  -3.5187  6.4747  0.60
O  -4.1351  -3.9299  6.2391  -0.34
C  -3.5074  -2.9804  5.3682  0.06
C  -4.3341  -1.7384  5.6111  0.32
F  -4.4522  -0.9690  4.5032  -0.28
O  -5.6019  -2.2767  5.9444  -0.34
H  -3.5957  -3.3174  4.3349  0.26
H  -2.4600  -2.8558  5.6207  -0.13
H  -3.9828  -1.1155  6.4354  0.30
O  5.9154  3.6797  7.0610  -0.50
C  5.1365  4.2193  6.3534  0.67
O  3.8198  3.9148  6.2766  -0.34
C  3.1793  4.8757  5.4219  -0.07
C  4.3406  5.3755  4.5959  0.38
F  4.2160  6.6829  4.2631  -0.28
O  5.4395  5.2214  5.4815  -0.33
H  2.7552  5.6767  6.0290  0.26
H  2.4039  4.4006  4.8310  -0.01
H  4.5299  4.7986  3.6893  0.26

Computed properties:
Structure (SMILES): [H]/N=C/CO[P@@](=O)(OCCCN)OC[C@H](C)F.O=C1OC[C@@H](F)O1.O=C1OC[C@@H](F)O1.O=C1OC[C@@H](F)O1.O=C1OC[C@@H](F)O1.O=C1OC[C@@H](F)O1
Largest force on an atom: 0.0174 hartree/bohr
E: -91865.2238 eV
E_LUMO: -0.04 eV
Kohn-Sham gap: 9.30 eV
HOMO level: -0.3433 Eh

[2]
The following is a DFT calculation (ωB97M-V/def2-TZVPD) of C23H33I2N3Si2SnTe as an isolated structure.

Each line ends with the natural charge from an NBO analysis.
Element x y z (Å)
Sn  -2.5314  -0.0291  -0.7545  1.13
C  -2.4692  4.4243  -0.9598  -0.21
C  -2.3183  4.8485  0.4002  -0.10
C  -2.1734  3.9222  1.4354  -0.23
C  -2.1313  2.5486  1.0931  0.27
N  -2.2608  2.1664  -0.2060  -0.60
C  -2.4076  3.0767  -1.1550  0.05
C  -2.0261  1.4199  2.0624  0.17
C  -1.8563  1.5959  3.4412  -0.19
C  -1.9056  0.4736  4.2357  -0.12
C  -2.1211  -0.7904  3.7242  -0.19
C  -2.1476  -0.9227  2.3074  0.21
N  -2.1519  0.1776  1.5599  -0.55
C  -2.2662  -2.2618  1.6018  0.17
C  -2.2182  -3.4741  2.3323  -0.19
C  -2.3975  -4.6547  1.6391  -0.13
C  -2.6051  -4.6246  0.2879  -0.21
C  -2.5782  -3.3535  -0.3505  0.07
N  -2.4014  -2.2049  0.3002  -0.53
H  -2.7695  5.0963  -1.7846  0.27
H  -2.2383  5.9031  0.5668  0.25
H  -2.0132  4.2617  2.4574  0.25
H  -2.6265  2.6934  -2.1440  0.22
H  -1.7250  2.5547  3.8133  0.24
H  -1.9078  0.5099  5.3326  0.26
H  -2.1294  -1.6353  4.3832  0.24
H  -2.0983  -3.4859  3.4084  0.24
H  -2.3333  -5.5880  2.1390  0.25
H  -2.6977  -5.5327  -0.3040  0.26
H  -2.7005  -3.3073  -1.4390  0.22
I  -3.5193  0.2364  -4.5867  -0.04
I  -2.6592  1.5570  -6.7230  0.08
C  0.8624  2.6641  -3.1042  -1.14
Si  1.7252  2.5288  -1.4203  1.64
C  3.5046  2.1942  -1.6798  -1.16
C  1.4181  4.1072  -0.4351  -1.10
C  1.0850  1.1565  -0.2655  -1.02
Te  0.4172  -0.6016  -1.4962  0.63
C  0.9473  -2.0951  -0.0284  -1.11
Si  2.7117  -2.8333  -0.3392  1.66
C  4.0037  -1.7108  0.2817  -1.17
C  2.8737  -4.4138  0.6663  -1.12
C  2.8342  -3.0919  -2.1516  -1.13
H  1.2463  3.6303  -3.5925  0.27
H  -0.2287  2.6808  -3.2178  0.24
H  1.3604  1.8957  -3.7085  0.25
H  4.1579  2.9936  -2.0176  0.28
H  3.4768  1.3130  -2.4346  0.24
H  4.1237  1.8647  -0.8545  0.26
H  1.9595  4.9663  -0.8687  0.26
H  1.8537  3.9531  0.5760  0.24
H  0.4165  4.3504  -0.3086  0.22
H  0.2918  1.2506  0.4459  0.21
H  1.8925  0.6811  0.2901  0.25
H  0.3482  -2.9964  -0.1196  0.24
H  0.7389  -1.6946  0.9690  0.24
H  3.8273  -1.1993  1.2263  0.25
H  4.3611  -0.9743  -0.4639  0.25
H  4.8942  -2.3324  0.4964  0.27
H  2.7981  -4.1905  1.7803  0.25
H  3.8361  -4.9426  0.5248  0.27
H  2.0663  -5.1098  0.4713  0.24
H  2.8282  -2.1770  -2.7054  0.25
H  2.0092  -3.7823  -2.3032  0.24
H  3.7440  -3.6857  -2.3273  0.27

Computed properties:
Largest force on an atom: 0.0522 hartree/bohr
E: -73926.9579 eV
Net charge: +2
E_LUMO: -6.77 eV
Kohn-Sham gap: 6.70 eV
HOMO level: -0.4951 Eh

[3]
The following is a DFT calculation (ωB97M-V/def2-TZVPD) of one molecule with the formula C23H33N3O2.

Each line ends with the natural charge from an NBO analysis.
Element x y z (Å)
C  -3.4253  -3.5525  0.0260  -0.64
C  -1.9081  -3.6289  0.1230  -0.07
O  -1.3574  -2.3984  0.5915  -0.53
C  -1.1574  -1.4348  -0.3155  0.83
O  -1.3700  -1.5787  -1.4916  -0.61
C  -0.6666  -0.1529  0.3468  -0.17
C  -1.8145  0.3635  1.2371  -0.37
C  -3.1170  0.6231  0.4831  -0.40
C  -4.2660  0.9422  1.4471  -0.43
C  -5.5422  1.1516  0.6843  0.09
C  -6.3404  0.0685  0.3382  -0.25
C  -7.4961  0.2496  -0.3998  -0.19
C  -7.8689  1.5199  -0.8047  -0.23
C  -7.0791  2.6056  -0.4681  -0.20
C  -5.9232  2.4209  0.2697  -0.25
C  0.5586  -0.4479  1.2222  -0.38
C  1.7583  -0.8488  0.3716  -0.22
N  2.1006  0.2281  -0.5373  -0.44
C  3.3555  0.0022  -1.2296  -0.21
C  4.5583  0.2425  -0.3171  -0.41
C  5.8601  0.2787  -1.1228  -0.20
N  6.9999  0.4754  -0.2715  -0.16
C  7.6349  -0.4484  0.4772  -0.06
C  8.6250  0.2086  1.1696  -0.34
C  8.4994  1.5452  0.7690  -0.06
N  7.5144  1.6870  -0.0963  -0.27
C  1.0008  0.4523  -1.4606  -0.22
C  -0.2616  0.8743  -0.7134  -0.40
H  -3.8478  -3.2604  0.9847  0.21
H  -3.7134  -2.8226  -0.7270  0.22
H  -3.8230  -4.5229  -0.2567  0.22
H  -1.4778  -3.8623  -0.8565  0.20
H  -1.5976  -4.3776  0.8550  0.19
H  -1.9972  -0.3814  2.0155  0.21
H  -1.4891  1.2844  1.7264  0.21
H  -3.3869  -0.2538  -0.1083  0.20
H  -2.9928  1.4587  -0.2072  0.21
H  -4.3853  0.1135  2.1489  0.21
H  -4.0179  1.8393  2.0180  0.21
H  -6.0545  -0.9253  0.6537  0.21
H  -8.1083  -0.6021  -0.6591  0.21
H  -8.7719  1.6630  -1.3797  0.21
H  -7.3646  3.5996  -0.7808  0.21
H  -5.3101  3.2720  0.5308  0.21
H  0.3283  -1.2419  1.9331  0.22
H  0.8154  0.4562  1.7765  0.21
H  2.6088  -1.0420  1.0276  0.20
H  1.5308  -1.7820  -0.1795  0.16
H  3.4097  -1.0141  -1.6616  0.16
H  3.4078  0.7157  -2.0561  0.20
H  4.6328  -0.5429  0.4368  0.20
H  4.4240  1.1946  0.1969  0.22
H  5.8392  1.1112  -1.8294  0.23
H  5.9840  -0.6581  -1.6755  0.20
H  7.3524  -1.4820  0.4578  0.21
H  9.3333  -0.2076  1.8561  0.23
H  9.0822  2.3927  1.0705  0.21
H  1.2872  1.2529  -2.1473  0.20
H  0.7849  -0.4496  -2.0574  0.18
H  -1.0642  0.9956  -1.4406  0.23
H  -0.0789  1.8297  -0.2198  0.21

Computed properties:
Structure (SMILES): CCOC(=O)C1(CCCc2ccccc2)CCN(CCCn2cccn2)CC1
Largest force on an atom: 0.0166 hartree/bohr
E: -32952.4081 eV
Energy relative to the best compared isomer or geometry (same formula, charge and spin): 53.29 kcal per mole
E_LUMO: 0.80 eV
Kohn-Sham gap: 9.46 eV
HOMO level: -0.3184 Eh